Entry 1:
Formula: C3H4FN3S
Source: the OMol25 dataset
Level of theory: wB97M-V/def2-TZVPD

The geometry in XYZ format:
```
12
Properties=species:S:1:pos:R:3:forces:R:3:mulliken_charge:R:1
C 2.401 0.117 2.416 -0.72 -2.10 -2.01 0.609
C 1.931 -0.956 1.737 1.14 2.11 1.23 -0.090
C 0.258 -0.982 -0.581 1.69 -1.28 0.27 0.056
N 0.712 -1.445 1.956 -0.56 -0.69 0.55 -0.452
N 2.959 0.752 3.279 0.99 2.56 1.01 -0.520
N 0.482 -1.200 -1.945 -0.95 -1.53 1.22 -0.450
F 2.699 -1.405 0.697 0.14 -0.15 0.00 -0.257
S -0.029 -2.076 0.712 -0.89 0.49 -2.04 0.058
H 2.994 1.799 3.093 -0.18 -1.44 0.33 0.280
H 0.845 -0.144 -0.094 -1.03 -0.42 -1.25 0.261
H 1.186 -0.590 -2.291 0.42 0.17 -0.61 0.248
H 0.438 -2.173 -2.396 -0.04 2.28 1.30 0.256
```
Positions in Å, forces in eV/Å.

* highest occupied orbital energy: -7.03 eV
* maximum force: 0.058 Eh/bohr
* LUMO energy: -0.52 eV
* ΔE to the lowest compared entry with this formula, charge and spin: 102.46 kcal/mol
* E_tot: -21194.2306 eV
* frontier orbital gap: 6.51 eV

=====

Entry 2:
Formula: C3H5NOS
Source: the OMol25 dataset
Level of theory: wB97M-V/def2-TZVPD

The geometry in XYZ format:
```
11
Properties=species:S:1:pos:R:3:forces:R:3:mulliken_charge:R:1
C 1.764 -0.084 -0.167 -2.05 6.16 0.87 -1.286
C 0.272 0.179 0.245 -0.44 -2.04 -4.76 0.121
O -0.528 1.250 -0.415 0.00 -2.01 1.52 -0.210
N -1.962 0.941 -0.161 0.53 -1.97 0.92 -0.292
C -2.174 -0.350 0.045 2.17 2.92 -1.50 -0.095
S -0.721 -1.336 -0.283 -0.33 0.37 0.87 -0.146
H 1.685 0.164 -1.176 0.89 -0.33 -2.09 0.399
H 2.393 0.752 0.300 -0.88 -0.84 -0.60 0.294
H 2.249 -0.919 0.127 0.67 -3.16 0.64 0.433
H 0.203 0.108 1.233 -0.80 0.82 4.29 0.378
H -3.180 -0.704 0.253 0.25 0.08 -0.18 0.405
```
Positions in Å, forces in eV/Å.

* highest occupied orbital energy: -9.17 eV
* maximum force: 0.127 Eh/bohr
* LUMO energy: 0.59 eV
* ΔE to the lowest compared entry with this formula, charge and spin: 86.44 kcal/mol
* E_tot: -17561.5191 eV
* frontier orbital gap: 9.75 eV

=====

Entry 3:
Formula: C26H31N7O4SSbSe4Y
Source: the OMol25 dataset
Level of theory: wB97M-V/def2-TZVPD

The geometry in XYZ format:
```
75
Properties=species:S:1:pos:R:3:forces:R:3:mulliken_charge:R:1
Y 0.455 -0.283 -0.472 0.11 0.00 0.45 -0.476
C 2.987 1.889 -0.276 -0.01 0.02 -0.01 -1.285
N 1.507 1.989 -0.350 0.03 -0.16 0.05 0.589
C 0.974 2.593 0.890 0.01 0.02 0.03 -1.089
C 1.230 1.672 2.060 0.06 0.02 0.08 0.741
C 1.498 2.148 3.330 -0.02 -0.03 0.01 -0.932
C 1.725 1.233 4.354 -0.01 0.02 -0.02 -0.644
C 1.684 -0.122 4.073 0.00 -0.01 0.01 -0.867
C 1.414 -0.521 2.775 0.00 0.00 -0.01 -0.533
N 1.190 0.357 1.791 -0.07 -0.06 -0.19 0.896
C 1.074 2.733 -1.542 0.00 0.10 -0.08 -1.149
C 1.227 1.926 -2.809 -0.12 0.01 -0.02 0.719
C 1.481 2.538 -4.024 0.12 -0.08 -0.03 -1.066
C 1.556 1.752 -5.166 0.00 0.05 0.04 -0.454
C 1.378 0.382 -5.056 0.01 0.01 -0.03 -1.071
C 1.113 -0.148 -3.810 -0.01 0.00 0.03 -0.276
N 1.028 0.605 -2.707 -0.12 0.00 0.11 0.849
C 3.595 0.614 -0.810 0.09 0.02 -0.05 0.938
C 4.892 0.634 -1.294 -0.01 -0.06 0.02 -1.183
C 5.501 -0.564 -1.637 0.00 0.01 -0.01 -0.470
C 4.794 -1.746 -1.488 -0.01 0.01 0.00 -0.949
C 3.493 -1.682 -1.025 -0.02 0.01 -0.02 -0.301
N 2.897 -0.525 -0.697 -0.21 0.06 0.01 0.601
H 3.444 2.749 -0.773 -0.01 0.01 0.00 0.436
H 3.275 1.950 0.775 0.00 0.01 0.01 0.532
H 1.415 3.576 1.085 0.00 0.01 -0.02 0.544
H -0.103 2.744 0.763 0.00 -0.01 0.01 0.271
H 1.539 3.213 3.516 0.00 0.01 0.00 0.559
H 1.941 1.581 5.355 0.00 0.00 0.00 0.475
H 1.859 -0.868 4.835 -0.01 0.00 0.00 0.532
H 1.349 -1.571 2.513 0.01 0.02 0.00 0.301
H 0.018 2.992 -1.411 -0.01 0.01 -0.03 0.443
H 1.622 3.676 -1.647 -0.05 0.02 0.07 0.480
H 1.632 3.608 -4.077 -0.01 0.00 0.01 0.546
H 1.758 2.205 -6.127 0.00 0.00 0.00 0.460
H 1.440 -0.264 -5.920 0.00 -0.01 0.01 0.495
H 0.964 -1.215 -3.680 -0.01 0.00 -0.01 0.468
H 5.423 1.572 -1.385 0.00 0.00 0.00 0.516
H 6.517 -0.573 -2.010 0.00 0.00 0.00 0.463
H 5.232 -2.703 -1.730 0.00 0.00 0.00 0.486
H 2.889 -2.573 -0.907 0.01 -0.01 0.00 0.414
C -3.021 0.321 4.423 -0.01 0.02 -0.02 -1.376
C -1.984 0.063 3.340 -0.03 0.13 -0.04 0.994
S -2.589 0.381 1.711 0.14 -0.25 0.25 1.505
O -3.119 1.709 1.575 -0.03 0.03 -0.03 -0.841
O -1.496 0.032 0.780 0.09 0.34 -0.36 0.075
C -3.863 -0.833 1.450 0.02 -0.02 -0.06 -0.542
C -4.532 -0.727 0.079 -0.03 0.00 -0.02 -1.423
N -3.615 -1.000 -1.033 0.09 0.03 0.00 0.417
C -2.960 -0.045 -1.724 -0.07 -0.02 0.04 0.850
N -1.952 -0.546 -2.448 0.00 -0.16 -0.06 -0.438
C -1.981 -1.885 -2.263 0.01 -0.04 0.16 -0.745
C -2.993 -2.198 -1.377 -0.03 0.10 -0.02 -0.041
N -3.209 -3.389 -0.721 -0.12 -0.24 0.26 1.033
O -2.349 -4.321 -1.032 -0.24 0.13 0.07 -0.399
O -4.051 -3.533 0.127 0.21 0.08 -0.20 -0.497
C -3.330 1.392 -1.733 -0.01 0.01 -0.03 -1.650
H -2.535 0.236 5.394 0.00 0.00 0.00 0.457
H -3.823 -0.416 4.403 0.01 0.00 0.00 0.379
H -3.445 1.320 4.338 -0.01 0.00 0.02 0.347
H -1.612 -0.969 3.318 -0.02 0.06 -0.05 -0.853
H -1.128 0.740 3.418 -0.01 0.02 0.00 0.067
H -4.616 -0.657 2.220 0.01 0.01 0.01 0.664
H -3.396 -1.805 1.631 0.01 -0.01 0.02 0.423
H -4.931 0.273 -0.076 0.00 0.00 0.00 0.498
H -5.359 -1.430 0.043 -0.01 -0.01 0.00 0.397
H -1.315 -2.572 -2.756 -0.02 -0.02 0.00 0.672
H -4.354 1.520 -2.087 0.00 -0.01 0.00 0.431
H -2.670 1.906 -2.429 0.00 -0.01 0.01 0.370
H -3.256 1.849 -0.747 0.00 0.01 0.03 0.379
Se -2.114 -5.767 0.222 0.11 0.03 -0.03 0.012
Sb -0.036 -4.660 1.680 -0.52 0.26 -0.17 0.679
Se 1.633 -6.271 1.637 0.17 -0.14 0.00 -0.423
Se -0.980 -3.431 3.482 -0.07 -0.14 0.18 -0.381
Se 0.071 -2.859 -0.127 0.61 -0.19 -0.35 -0.049
```
Positions in Å, forces in eV/Å.

* highest occupied orbital energy: -12.28 eV
* maximum force: 0.014 Eh/bohr
* LUMO energy: -7.00 eV
* ΔE to the lowest compared entry with this formula, charge and spin: 39.49 kcal/mol
* E_tot: -325875.0426 eV
* net charge: +2
* frontier orbital gap: 5.28 eV

=====

Entry 4:
Formula: C4H7BN2
Source: the OMol25 dataset
Level of theory: wB97M-V/def2-TZVPD

The geometry in XYZ format:
```
14
Properties=species:S:1:pos:R:3:forces:R:3:mulliken_charge:R:1
B -0.911 0.105 -0.025 -1.83 2.21 0.21 0.030
C -0.002 1.370 -0.067 -1.15 -2.08 -0.52 -0.390
C 1.349 1.231 -0.082 -3.43 -0.92 0.85 -0.484
C 1.853 -0.029 0.148 2.76 -2.54 -0.22 -0.234
C 1.062 -1.175 0.058 4.10 1.67 0.37 -0.185
N -0.202 -1.091 -0.174 -3.59 -5.35 -0.97 -0.360
N -2.349 0.171 0.125 -1.26 -3.15 -0.45 -0.442
H -0.638 2.183 -0.307 0.33 1.56 0.07 0.328
H 1.936 2.046 -0.044 2.29 2.70 -0.34 0.470
H 2.991 -0.138 0.237 -1.90 -0.16 0.07 0.223
H 1.530 -2.111 0.197 0.32 -0.87 -0.06 0.334
H -0.770 -2.641 -0.460 1.20 4.71 0.96 0.323
H -3.034 0.898 0.381 1.23 -0.66 -0.41 0.202
H -2.816 -0.817 0.012 0.94 2.89 0.44 0.186
```
Positions in Å, forces in eV/Å.

* highest occupied orbital energy (alpha / beta): -7.49 / -7.49 eV
* maximum force: 0.127 Eh/bohr
* LUMO energy (alpha / beta): -0.99 / -0.98 eV
* ΔE to the lowest compared entry with this formula, charge and spin: 78.45 kcal/mol
* E_tot: -7915.8644 eV
* frontier orbital gap (alpha / beta): 6.51 / 6.51 eV

=====

Entry 5:
Formula: C37H49Cl12N5
Source: the OMol25 dataset
Level of theory: wB97M-V/def2-TZVPD

The geometry in XYZ format:
```
103
Properties=species:S:1:pos:R:3:forces:R:3:mulliken_charge:R:1
C 1.629 0.021 0.310 0.47 0.10 1.48 -0.153
C 0.699 -0.977 0.547 -1.12 0.27 -0.79 -0.363
C -0.561 -0.808 -0.018 0.17 -0.23 0.35 -0.360
N -0.923 0.239 -0.747 0.28 0.16 -0.20 0.506
C -0.009 1.200 -0.937 0.34 -0.53 -0.14 -0.824
C 1.284 1.160 -0.399 -1.26 -0.16 -0.56 -0.686
H 2.549 -0.022 0.881 0.27 -0.04 -0.45 1.034
H 0.805 -1.862 1.156 0.66 0.13 0.09 -0.264
H -1.325 -1.561 0.159 0.13 0.04 -0.07 0.156
H -0.325 1.989 -1.609 0.08 0.31 0.24 0.334
H 1.905 2.032 -0.539 0.33 -0.18 0.09 0.437
C 3.525 1.960 -3.556 -0.40 -0.29 -0.47 0.276
C 2.505 1.440 -4.336 -0.06 0.86 0.19 -0.196
C 2.694 1.322 -5.703 -0.54 -0.27 0.28 -0.308
N 3.846 1.533 -6.328 0.26 0.47 0.19 -0.583
C 4.851 2.000 -5.571 -1.08 0.21 0.36 -0.219
C 4.705 2.274 -4.202 1.00 -0.57 -0.24 -0.699
H 3.305 2.115 -2.509 0.50 0.09 0.11 0.221
H 1.533 1.297 -3.883 -0.04 -0.30 -0.18 0.416
H 1.805 1.081 -6.279 0.32 -0.28 -0.39 0.359
H 5.751 2.277 -6.102 0.22 -0.23 0.07 0.363
H 5.591 2.590 -3.665 -0.17 0.32 0.09 0.355
C -3.250 2.568 -0.831 -0.58 -0.15 0.33 0.071
C -3.210 2.728 -2.198 -0.22 -0.52 -0.78 -0.135
C -4.347 3.163 -2.886 1.08 0.99 0.98 -0.493
N -5.457 3.509 -2.249 -0.49 -0.50 -0.51 -0.601
C -5.530 3.306 -0.932 0.58 -0.08 -0.09 -0.239
C -4.435 2.900 -0.165 -0.08 -0.33 -0.49 -0.653
H -2.441 2.070 -0.311 0.00 0.38 0.12 0.538
H -2.354 2.429 -2.793 0.13 0.06 0.17 0.316
H -4.226 3.399 -3.936 -0.50 -0.19 -0.15 0.370
H -6.530 3.434 -0.536 0.13 0.25 0.41 0.398
H -4.498 2.742 0.902 -0.17 0.06 0.03 0.433
C 2.115 1.640 4.495 -0.37 0.52 -0.35 -0.093
C 1.815 2.423 5.594 0.49 -0.39 0.45 -0.446
C 1.662 3.796 5.454 -0.40 -0.71 -0.47 -0.307
N 1.710 4.386 4.263 -0.14 0.27 0.10 -0.487
C 1.904 3.619 3.185 1.08 0.42 0.21 0.002
C 2.159 2.265 3.249 -0.51 -0.92 0.53 0.137
H 2.244 0.574 4.607 0.07 0.03 -0.05 0.157
H 1.771 1.944 6.565 -0.09 0.22 0.07 0.379
H 1.422 4.374 6.337 0.13 0.38 -0.13 0.352
H 2.064 4.146 2.251 -0.50 0.01 -0.12 0.134
H 2.272 1.641 2.375 0.24 0.29 -0.21 0.137
C -5.989 -1.169 1.936 -0.09 -0.21 0.46 -0.512
C -5.783 -0.217 2.934 -0.56 -0.67 -0.85 -0.276
C -4.589 0.461 2.917 0.24 0.30 0.69 -0.643
N -3.642 0.259 2.018 0.47 0.22 -0.77 -0.238
C -3.837 -0.647 1.053 -0.44 0.31 1.03 1.046
C -4.978 -1.447 1.030 0.50 0.33 -0.53 -0.832
H -6.945 -1.678 1.931 0.12 -0.24 -0.19 0.396
H -6.577 -0.051 3.647 0.17 0.27 0.14 0.462
H -4.384 1.208 3.680 0.10 -0.03 -0.06 0.466
H -3.062 -0.687 0.296 -0.13 -0.21 0.02 -0.407
H -4.998 -2.219 0.270 -0.50 -0.02 0.02 0.569
Cl 5.729 -3.713 -2.497 -0.27 -0.09 0.25 -0.196
C 4.322 -3.522 -1.408 -0.22 0.49 0.11 0.526
C 4.575 -2.492 -0.327 0.61 -0.29 -0.22 -0.114
Cl 4.703 -0.858 -1.037 -0.09 0.07 0.06 -0.101
H 4.047 -4.483 -0.979 0.27 -0.09 0.03 0.391
H 3.488 -3.189 -2.013 0.17 -0.05 -0.22 -0.753
H 5.532 -2.695 0.151 -0.08 0.06 0.16 0.474
H 3.786 -2.497 0.422 -0.08 0.06 -0.06 -0.253
Cl 3.219 4.652 -0.854 0.16 -0.01 -0.05 -0.108
C 3.071 6.414 -0.684 -0.07 0.51 0.01 -0.502
C 2.317 6.805 0.565 -0.11 0.23 -0.26 -0.587
Cl 0.617 6.223 0.563 0.45 0.02 0.10 -0.162
H 2.615 6.823 -1.583 -0.22 -0.25 0.02 0.312
H 4.061 6.869 -0.622 0.13 -0.33 0.06 0.314
H 2.263 7.892 0.598 -0.01 0.00 0.04 0.378
H 2.854 6.466 1.447 -0.33 -0.22 0.12 0.350
Cl -2.545 -2.978 -1.939 -0.10 0.11 -0.20 -0.195
C -2.979 -1.455 -2.786 -0.30 0.87 0.06 0.374
C -4.447 -1.434 -3.168 0.04 -1.11 0.34 -0.366
Cl -4.752 -2.616 -4.484 -0.06 0.22 -0.16 -0.207
H -2.327 -1.310 -3.643 0.00 -0.32 -0.07 0.533
H -2.769 -0.632 -2.100 0.00 -0.12 0.12 -0.490
H -4.849 -0.465 -3.445 0.33 0.12 -0.17 0.369
H -5.028 -1.829 -2.337 -0.04 0.27 0.08 0.130
Cl 2.231 -1.875 3.642 -0.25 -0.12 0.01 -0.124
C 1.556 -3.528 3.463 0.24 0.02 -0.68 -0.529
C 2.629 -4.547 3.790 -0.84 -0.35 0.28 -0.379
Cl 3.756 -4.635 2.418 0.37 -0.11 0.17 -0.149
H 1.286 -3.658 2.414 0.16 0.13 -0.06 0.381
H 0.605 -3.621 3.969 0.32 0.12 0.76 0.169
H 2.185 -5.535 3.911 -0.08 0.02 -0.25 0.229
H 3.138 -4.352 4.730 0.28 0.32 -0.23 0.399
Cl -0.771 -5.838 3.687 -0.45 0.18 0.09 -0.178
C -2.409 -5.122 3.374 0.89 0.16 -0.55 -0.514
C -2.388 -3.670 2.940 -0.65 -0.44 -0.53 -0.082
Cl -1.889 -2.625 4.261 -0.04 0.39 0.19 -0.168
H -2.993 -5.170 4.287 0.00 -0.40 0.00 0.366
H -2.785 -5.741 2.564 -0.37 0.01 0.17 0.355
H -3.427 -3.490 2.639 0.01 0.45 0.42 0.234
H -1.825 -3.398 2.049 0.42 -0.44 0.14 0.038
Cl 2.183 -5.114 -3.292 -0.68 0.33 -0.06 -0.177
C 0.717 -4.132 -2.926 -0.78 -0.01 0.71 -0.474
C 0.983 -2.653 -2.616 0.65 -0.97 -0.79 0.773
Cl 1.947 -1.944 -3.932 0.17 0.32 -0.17 -0.101
H 0.252 -4.589 -2.050 0.27 0.04 0.19 0.275
H -0.056 -4.267 -3.679 0.49 0.11 -0.53 0.414
H 1.581 -2.581 -1.711 -0.25 0.30 0.12 -0.235
H 0.074 -2.065 -2.591 -0.14 -0.22 0.40 -0.445
```
Positions in Å, forces in eV/Å.

* highest occupied orbital energy: -9.32 eV
* maximum force: 0.034 Eh/bohr
* LUMO energy: 0.02 eV
* ΔE to the lowest compared entry with this formula, charge and spin: 0.00 kcal/mol
* E_tot: -196883.3643 eV
* frontier orbital gap: 9.34 eV

=====

Entry 6:
Formula: C8H16Cl8
Source: the OMol25 dataset
Level of theory: wB97M-V/def2-TZVPD

The geometry in XYZ format:
```
32
Properties=species:S:1:pos:R:3:forces:R:3:mulliken_charge:R:1
Cl -0.226 -1.381 -5.465 -0.31 -0.01 -0.06 -0.196
C -1.242 -0.969 -4.054 0.08 -0.25 0.00 -0.375
C -0.433 -1.139 -2.780 0.18 0.62 0.41 -0.031
Cl 1.049 -0.106 -2.697 -0.38 -0.02 -0.15 -0.142
H -2.117 -1.620 -4.037 0.27 -0.45 0.03 0.311
H -1.695 0.008 -4.221 0.64 0.26 0.23 0.336
H -0.049 -2.141 -2.586 -0.37 -0.02 -0.38 0.203
H -1.019 -0.814 -1.921 -0.17 -0.13 -0.05 -0.116
Cl 4.012 1.111 2.759 0.70 -0.50 0.69 -0.177
C 4.050 2.092 1.310 -2.35 -0.70 -1.43 -0.428
C 3.127 1.309 0.258 1.15 0.68 0.61 -0.302
Cl 2.920 2.415 -1.140 0.05 -0.41 0.04 -0.212
H 5.003 2.222 0.797 0.17 -0.13 0.63 0.325
H 3.622 3.043 1.630 0.08 0.00 -0.53 0.298
H 2.155 0.909 0.545 -0.04 0.80 0.55 0.146
H 3.666 0.395 0.006 0.26 0.27 -0.55 0.341
Cl 1.296 -3.237 -0.394 0.89 0.09 -0.78 -0.168
C 0.004 -3.093 0.759 -1.21 0.37 0.39 -0.382
C 0.077 -1.769 1.548 0.93 -0.78 0.80 -0.242
Cl 1.552 -1.890 2.636 -0.43 0.33 -0.43 -0.191
H 0.047 -4.019 1.332 0.01 0.51 0.60 0.388
H -0.926 -3.166 0.196 -0.11 0.32 -0.01 0.236
H -0.724 -1.563 2.258 -0.21 -0.54 -0.33 0.239
H 0.178 -0.877 0.930 0.21 -0.33 -0.21 0.136
Cl -2.785 -0.184 0.647 -0.61 -0.19 -0.20 -0.156
C -3.151 1.079 1.842 0.70 1.15 0.38 -0.494
C -3.030 2.473 1.195 -0.07 -0.35 0.31 -0.411
Cl -2.760 3.669 2.517 -0.01 -0.21 -0.37 -0.198
H -2.363 0.970 2.587 -0.08 0.14 -0.01 0.280
H -4.102 0.999 2.369 -0.08 -0.53 -0.45 0.370
H -3.939 2.786 0.681 0.09 -0.18 0.04 0.302
H -2.197 2.490 0.493 0.02 0.19 0.24 0.306
```
Positions in Å, forces in eV/Å.

* highest occupied orbital energy: -10.38 eV
* maximum force: 0.055 Eh/bohr
* LUMO energy: 0.30 eV
* ΔE to the lowest compared entry with this formula, charge and spin: 20.94 kcal/mol
* E_tot: -108735.1556 eV
* frontier orbital gap: 10.68 eV